Below is a cluster of 2 separate species, C16H20NO8P in total, with properties calculated with ωB97M-V with the def2-TZVPD basis set.

Structure (XYZ):
```
46
Properties=species:S:1:pos:R:3:nbo_charge:R:1
C -3.19 -1.09 -3.22 -0.60
C -1.77 -1.50 -2.69 -0.39
C -0.68 -0.55 -3.20 -0.43
C 0.74 -1.11 -2.87 -0.07
O 0.68 -2.08 -1.80 -0.49
C 1.09 -1.55 -0.62 0.35
C 0.58 -0.36 -0.13 -0.20
C 1.02 0.19 1.05 -0.15
C 2.00 -0.47 1.77 -0.50
P 2.59 0.32 3.29 2.33
O 1.56 1.20 3.85 -1.09
O 3.15 -0.72 4.36 -0.96
O 3.87 1.25 2.85 -0.97
C 2.49 -1.67 1.31 -0.03
C 2.04 -2.22 0.11 -0.21
C 2.75 -3.54 -0.13 0.69
O 2.87 -4.20 -1.12 -0.47
N 3.36 -3.85 1.15 -0.71
C 3.55 -2.61 1.86 0.68
O 4.43 -2.44 2.66 -0.51
H -3.33 -1.53 -4.21 0.20
H -3.20 0.01 -3.29 0.20
H -3.92 -1.46 -2.50 0.21
H -1.56 -2.49 -3.12 0.20
H -1.84 -1.53 -1.60 0.21
H -0.74 -0.47 -4.30 0.21
H -0.84 0.46 -2.80 0.20
H 1.47 -0.32 -2.66 0.19
H 1.10 -1.64 -3.75 0.20
H -0.17 0.20 -0.67 0.24
H 0.60 1.13 1.39 0.25
H 4.12 -0.75 4.23 0.52
H 3.67 1.49 1.94 0.50
H 2.76 -4.42 1.74 0.41
O -2.58 0.59 0.65 -0.57
C -2.50 1.78 0.71 0.79
O -1.72 2.51 -0.13 -0.50
C -1.76 3.90 0.26 -0.07
C -3.05 4.06 1.05 -0.43
C -3.19 2.69 1.71 -0.53
H -0.87 4.12 0.86 0.18
H -1.74 4.52 -0.63 0.20
H -3.02 4.89 1.76 0.23
H -3.88 4.23 0.37 0.21
H -2.66 2.63 2.66 0.25
H -4.23 2.40 1.84 0.25
```

Calculated values
energy	-1619.8189	Ha
SMILES	CCCCOc1ccc(P(=O)(O)O)c2c1C(=O)NC2=O.O=C1CCCO1
HOMO level	-9.7	eV